Record 1
Formula: C7H8NOS
Source: the OMol25 dataset
Level of theory: wB97M-V/def2-TZVPD

Element x y z (Å)
C (1.39477, -0.81294, -0.35328)
C (1.83873, 0.42997, -0.75425)
C (0.24284, -1.26523, 0.22147)
C (1.38559, 1.74586, -0.48423)
C (-0.80158, -0.42329, 0.67771)
C (-0.91107, 1.07364, 0.79190)
C (-1.45325, 0.45887, -0.39211)
N (0.47681, 2.11853, 0.37674)
O (0.28493, 3.40328, 0.58113)
S (-3.25447, 0.29666, -0.62308)
H (2.01550, -1.64857, -0.76420)
H (2.69794, 0.47436, -1.59502)
H (0.26924, -2.29373, 0.57701)
H (2.01162, 2.49672, -0.93493)
H (-1.50512, -0.92320, 1.29834)
H (-1.45316, 1.65010, 1.56508)
H (-0.92107, 0.63896, -1.31350)
H (-3.35348, -0.67823, 0.33574)

Cartesian forces (eV/Å) of the 2 atoms listed first:
0.2 -2.1 -1.3
2.1 1.6 -2.7

- Kohn-Sham gap (spin up / spin down): 4.863 / 4.866 eV
- SMILES string: [O-]N1C=CC=C[C@@H]2[C@@H](S)[C@@H]21
- HOMO energy (spin up / spin down): -0.0655 / -0.0656 Eh
- Total charge: -1
- Energy above the lowest of the compared OMol25 structures with the same formula, charge and spin: 64.9 kcal per mole

=====

Record 2
Formula: C38H44BN9O2SiSn
Source: the OMol25 dataset
Level of theory: wB97M-V/def2-TZVPD

Element x y z (Å)
Sn (-0.43018, -0.87133, 0.23113)
C (-2.80779, -0.37978, 2.92218)
C (-3.38184, -0.47084, 1.55229)
C (-4.70727, -0.59905, 1.15550)
C (-4.66586, -0.71276, -0.22092)
N (-3.39279, -0.62929, -0.62655)
N (-2.59436, -0.47586, 0.46485)
B (-2.79895, -0.89741, -2.03784)
N (-2.12251, -2.29890, -1.98229)
C (-2.42439, -3.48014, -2.53615)
C (-1.64089, -4.46148, -1.95475)
C (-0.85832, -3.80699, -1.01156)
C (0.14086, -4.38217, -0.06361)
N (-1.15178, -2.49584, -1.04244)
N (-1.66596, 0.16789, -2.28710)
C (-1.50875, 0.88502, -3.40282)
C (-0.37553, 1.66769, -3.27833)
C (0.14470, 1.37386, -2.02523)
C (1.36098, 1.94879, -1.38660)
N (-0.64728, 0.46187, -1.42797)
N (-3.83160, -0.75721, -3.09270)
C (-4.70898, 0.27842, -3.25950)
C (-5.29821, 0.13188, -4.47899)
C (-4.71123, -1.03595, -5.03493)
C (-4.98567, -1.65416, -6.36374)
N (-3.82746, -1.55304, -4.20413)
H (-3.37712, 0.32442, 3.52877)
H (-1.76714, -0.05546, 2.88470)
H (-2.84751, -1.35075, 3.41908)
H (-5.58058, -0.61581, 1.78418)
H (-5.46058, -0.84769, -0.93612)
H (-3.16482, -3.52125, -3.31713)
H (-1.64598, -5.51347, -2.18271)
H (0.90404, -4.94776, -0.59899)
H (-0.34767, -5.07237, 0.62411)
H (0.63594, -3.61073, 0.53048)
H (-2.21408, 0.79372, -4.21367)
H (0.01725, 2.36463, -3.99838)
H (2.18480, 1.96925, -2.09938)
H (1.67254, 1.36676, -0.52615)
H (1.17727, 2.97860, -1.07451)
H (-4.83918, 1.03790, -2.50439)
H (-6.05211, 0.76040, -4.92136)
H (-6.05350, -1.65486, -6.57600)
H (-4.62128, -2.67857, -6.39141)
H (-4.49241, -1.09324, -7.15843)
C (3.50561, -3.17372, -0.15193)
N (2.86402, -2.90046, -1.43601)
C (3.31779, -3.71425, -2.57397)
C (1.93274, -1.98642, -1.57968)
C (1.32613, -1.77667, -2.93578)
O (1.57828, -1.25890, -0.58331)
H (4.57546, -2.98627, -0.23827)
H (3.35830, -4.22068, 0.11114)
H (3.08309, -2.53911, 0.61821)
H (4.18724, -4.28308, -2.25949)
H (3.60119, -3.08636, -3.41524)
H (2.53879, -4.40934, -2.88640)
H (2.08204, -1.39842, -3.62721)
H (0.52137, -1.05461, -2.87258)
H (0.94291, -2.70968, -3.35099)
O (0.49093, 0.72614, 1.62812)
Si (1.45169, 1.67987, 2.38197)
C (0.59770, 2.24849, 4.28910)
C (1.75381, 1.64415, 4.84227)
C (1.63662, 0.53128, 5.67148)
C (0.38228, 0.04361, 5.98472)
C (-0.76675, 0.65322, 5.46945)
C (-0.66965, 1.72984, 4.61834)
C (0.74036, 3.45981, 3.39335)
C (-0.07469, 3.59985, 2.24144)
C (0.07494, 4.70913, 1.41413)
C (0.99517, 5.69100, 1.73578)
C (1.76871, 5.58695, 2.89532)
C (1.65347, 4.48505, 3.71308)
C (3.22725, 1.80803, 2.00049)
C (4.14568, 2.73183, 2.51407)
C (5.47344, 2.67817, 2.13398)
C (5.90358, 1.70355, 1.23986)
C (5.00409, 0.77998, 0.72915)
C (3.67093, 0.82452, 1.10422)
H (2.73234, 2.07667, 4.67201)
H (2.52513, 0.08219, 6.09342)
H (0.28502, -0.80176, 6.65318)
H (-1.74171, 0.28395, 5.75834)
H (-1.55964, 2.21423, 4.23848)
H (-0.84115, 2.86421, 2.02701)
H (-0.55636, 4.81413, 0.54223)
H (1.09744, 6.56236, 1.10237)
H (2.44700, 6.38620, 3.16321)
H (2.21980, 4.42489, 4.63389)
H (3.84056, 3.50344, 3.20540)
H (6.17666, 3.39663, 2.53236)
H (6.94378, 1.66747, 0.94480)
H (5.34356, 0.02310, 0.03504)
H (2.97620, 0.09885, 0.69897)

Cartesian forces (eV/Å) of the 2 atoms listed first:
0.1 0.1 -0.2
0.0 0.0 0.0

- Multiplicity: 2
- Kohn-Sham gap (spin up / spin down): 6.473 / 5.643 eV
- HOMO energy (spin up / spin down): -0.5587 / -0.5587 Eh
- Total charge: +3
- Energy above the lowest of the compared OMol25 structures with the same formula, charge and spin: 0.0 kcal per mole

=====

Record 3
Formula: C25H39KN2PS2
Source: the OMol25 dataset
Level of theory: wB97M-V/def2-TZVPD

Element x y z (Å)
K (0.75460, -1.25474, 1.20692)
C (2.34874, 0.95158, -0.61085)
N (2.64569, -0.47676, -0.59160)
C (2.32705, -1.09670, -1.86775)
C (0.86266, -1.48681, -2.06124)
N (0.36495, -2.47456, -1.11037)
C (1.23442, -3.64162, -0.97416)
C (-0.99161, -2.89681, -1.37366)
C (-1.51631, -2.90829, -2.66231)
C (-2.81825, -3.31067, -2.92520)
C (-3.61704, -3.73623, -1.87394)
C (-3.11098, -3.73978, -0.58819)
C (-1.80303, -3.31450, -0.28742)
S (-1.29457, -3.29318, 1.36809)
C (3.97019, -0.75296, -0.10274)
C (4.99540, -1.10948, -0.97431)
C (6.25724, -1.46396, -0.51765)
C (6.50499, -1.44743, 0.84635)
C (5.51347, -1.04241, 1.72141)
C (4.23188, -0.66067, 1.28869)
S (3.08437, -0.06996, 2.44889)
H (2.91671, 1.46724, -1.40431)
H (2.61283, 1.38552, 0.35197)
H (1.28402, 1.11425, -0.78447)
H (2.92374, -1.99863, -1.98101)
H (2.58258, -0.42729, -2.70614)
H (0.82748, -1.85906, -3.09773)
H (0.21230, -0.60812, -1.99926)
H (1.44803, -4.10869, -1.94927)
H (0.73834, -4.37059, -0.33557)
H (2.18188, -3.37207, -0.50028)
H (-0.91677, -2.58311, -3.50276)
H (-3.19106, -3.28693, -3.94215)
H (-4.63526, -4.06101, -2.05901)
H (-3.72354, -4.05835, 0.24533)
H (4.82346, -1.10973, -2.04415)
H (7.02840, -1.74637, -1.22426)
H (7.47663, -1.74626, 1.22412)
H (5.70754, -1.01157, 2.78566)
C (-0.39390, 3.80243, -0.71925)
C (-1.67305, 3.25067, -0.07636)
C (-2.34286, 4.32563, 0.77753)
P (-1.27663, 1.57905, 0.68954)
C (-2.92681, 0.69903, 0.61525)
C (-4.19954, 1.50077, 0.88544)
C (-3.01858, 0.03768, -0.76354)
C (-0.97053, 1.81301, 2.52052)
C (0.29956, 2.64884, 2.70909)
C (-2.09790, 2.26248, 3.44761)
H (-0.60302, 4.73399, -1.25370)
H (0.02361, 3.08662, -1.42823)
H (0.36844, 4.00825, 0.03509)
H (-2.36023, 2.98918, -0.88913)
H (-1.67894, 4.66672, 1.57242)
H (-3.27173, 3.97498, 1.22321)
H (-2.57737, 5.19146, 0.15055)
H (-2.83881, -0.09624, 1.36496)
H (-4.36445, 2.25335, 0.11084)
H (-4.18679, 1.99857, 1.85392)
H (-5.05545, 0.82072, 0.86828)
H (-3.04083, 0.79428, -1.55514)
H (-3.92313, -0.56940, -0.84921)
H (-2.17065, -0.62086, -0.93752)
H (-0.71921, 0.78521, 2.81432)
H (0.13970, 3.69018, 2.42112)
H (1.12356, 2.24167, 2.11869)
H (0.61287, 2.63328, 3.75525)
H (-2.45064, 3.26668, 3.21951)
H (-1.72762, 2.26650, 4.47695)
H (-2.94016, 1.57198, 3.40629)

Cartesian forces (eV/Å) of the 2 atoms listed first:
-0.1 0.2 0.3
0.1 0.1 -0.1

- Kohn-Sham gap: 6.221 eV
- HOMO energy: -0.1416 Eh
- Total charge: -1
- Energy above the lowest of the compared OMol25 structures with the same formula, charge and spin: 0.0 kcal per mole

=====

Record 4
Formula: C35H33BCl3F5N8O2ReS2
Source: the OMol25 dataset
Level of theory: wB97M-V/def2-TZVPD

Element x y z (Å)
Re (1.56839, 0.49067, 1.04779)
C (0.35613, -3.61599, 0.85355)
C (0.38365, -2.32563, 0.34129)
N (1.18615, -1.57541, 1.08949)
N (1.68221, -2.33807, 2.06853)
C (1.20304, -3.57955, 1.95088)
B (2.69267, -1.72295, 3.04290)
N (3.81317, -1.08005, 2.20386)
C (5.11130, -1.38813, 2.19373)
C (5.76989, -0.49145, 1.36761)
C (4.77418, 0.35388, 0.89970)
N (3.59261, -0.02153, 1.40236)
N (2.02218, -0.54408, 3.77416)
C (1.98091, -0.31008, 5.08575)
C (1.45493, 0.95502, 5.29389)
C (1.19715, 1.44593, 4.02510)
N (1.54083, 0.52841, 3.11584)
H (-0.19875, -4.45334, 0.48809)
H (-0.12237, -1.91273, -0.51083)
H (1.48139, -4.35498, 2.63467)
H (3.11524, -2.51442, 3.79824)
H (5.50007, -2.20684, 2.76723)
H (6.81652, -0.44979, 1.14321)
H (4.87001, 1.21048, 0.26032)
H (2.32966, -1.03520, 5.79200)
H (1.29229, 1.45369, 6.22696)
H (0.80524, 2.40394, 3.74756)
C (3.22449, -5.30261, -5.07797)
C (3.17822, -4.11081, -4.18502)
C (4.18609, -3.88719, -3.25121)
C (4.14766, -2.76812, -2.44407)
C (3.11015, -1.85377, -2.57234)
C (2.08313, -2.07192, -3.47510)
C (2.12453, -3.20207, -4.27149)
S (3.34693, -0.36213, -1.58377)
C (3.81090, 0.73766, -2.95075)
O (1.98462, 0.15730, -1.12712)
H (3.82770, -6.09579, -4.64307)
H (3.66434, -5.02938, -6.03970)
H (2.22213, -5.68280, -5.26074)
H (5.00491, -4.58611, -3.16821)
H (4.92481, -2.59229, -1.71769)
H (1.26422, -1.37352, -3.55653)
H (1.34057, -3.37660, -4.99271)
H (3.03972, 0.74916, -3.71165)
H (4.73394, 0.34573, -3.36395)
H (3.96957, 1.73599, -2.55449)
F (0.69859, 3.24790, 1.65764)
C (1.57944, 2.61655, 0.80702)
F (1.08545, 2.92245, -0.44386)
C (2.92314, 3.36501, 0.92453)
F (3.62800, 2.87846, 1.96683)
F (3.66186, 3.13419, -0.17588)
F (2.82969, 4.67116, 1.09041)
Cl (-1.59099, 4.17267, -5.04894)
C (-2.48646, 3.48443, -3.76009)
C (-2.26762, 2.15410, -3.40149)
C (-2.98684, 1.61387, -2.35300)
C (-3.91025, 2.37163, -1.64137)
C (-4.56076, 1.79338, -0.40364)
C (-3.80529, 2.38582, 0.82850)
N (-2.65233, 1.60088, 1.17037)
C (-2.60791, 0.67618, 2.16949)
C (-1.34812, 0.16250, 2.16962)
N (-0.62310, 0.75795, 1.16982)
C (-1.44803, 1.61478, 0.58609)
O (-5.92689, 2.11326, -0.31076)
C (-6.83491, 1.03587, -0.16000)
C (-6.63300, 0.26333, 1.11155)
C (-6.96565, 0.74603, 2.36283)
Cl (-7.66383, 2.25270, 2.70539)
S (-6.60105, -0.39125, 3.62554)
C (-6.00679, -1.50642, 2.46904)
C (-6.07978, -1.02892, 1.19074)
C (-4.12970, 3.70327, -2.02495)
Cl (-5.25293, 4.68747, -1.17819)
C (-3.42839, 4.25194, -3.08910)
H (-1.54199, 1.56261, -3.93671)
H (-2.82711, 0.58125, -2.07829)
H (-4.42728, 0.70249, -0.39628)
H (-4.49089, 2.40636, 1.67818)
H (-3.50515, 3.41162, 0.60674)
H (-3.44757, 0.47697, 2.80460)
H (-0.94125, -0.56909, 2.83873)
H (-1.20551, 2.23743, -0.25086)
H (-6.77435, 0.35204, -1.01514)
H (-7.81615, 1.51921, -0.15937)
H (-5.64080, -2.46259, 2.78822)
H (-5.77979, -1.59787, 0.32944)
H (-3.60504, 5.27583, -3.37972)

Cartesian forces (eV/Å) of the 2 atoms listed first:
-0.1 -0.3 -0.6
0.1 0.2 0.0

- Multiplicity: 4
- Kohn-Sham gap (spin up / spin down): 7.560 / 5.106 eV
- HOMO energy (spin up / spin down): -0.4599 / -0.4599 Eh
- Total charge: +2
- Energy above the lowest of the compared OMol25 structures with the same formula, charge and spin: 17.3 kcal per mole

=====

Record 5
Formula: C19H36KNO5SSb2
Source: the OMol25 dataset
Level of theory: wB97M-V/def2-TZVPD

Element x y z (Å)
K (-0.96319, 0.44566, 1.78297)
C (-1.72308, -3.95513, 0.18265)
Sb (-0.88772, -2.05432, -0.42268)
C (0.75253, -2.86659, -1.55722)
C (-2.31468, -2.06231, -2.20832)
C (-1.56874, -2.11360, -3.50178)
C (-1.21674, -3.35038, -4.04910)
C (-0.36975, -3.47619, -5.14535)
C (0.16168, -2.32310, -5.71239)
C (-0.21984, -1.08166, -5.22018)
C (-1.11816, -0.92555, -4.14819)
C (-1.56578, 0.41054, -3.73039)
Sb (-0.91537, 1.50417, -1.56053)
C (-0.50876, 3.19863, -2.86332)
C (1.08781, 0.73012, -1.67986)
H (-2.77527, -3.83862, 0.45073)
H (-1.15429, -4.27548, 1.05611)
H (-1.62042, -4.67792, -0.62916)
H (0.87725, -2.35104, -2.50834)
H (0.57004, -3.92643, -1.73725)
H (1.63269, -2.74985, -0.92545)
H (-2.90484, -1.14904, -2.09125)
H (-2.96142, -2.93368, -2.06990)
H (-1.60728, -4.24752, -3.57225)
H (-0.12372, -4.45450, -5.54129)
H (0.85094, -2.38824, -6.54647)
H (0.17042, -0.18350, -5.68900)
H (-2.63668, 0.43368, -3.51942)
H (-1.33393, 1.15201, -4.50100)
H (0.28305, 2.90746, -3.55788)
H (-0.20038, 4.06973, -2.28106)
H (-1.40214, 3.45285, -3.44327)
H (1.79528, 1.52828, -1.91243)
H (1.10446, -0.01596, -2.47743)
H (1.37148, 0.25144, -0.73718)
O (0.90519, -3.01188, 1.49186)
S (0.68052, -1.79729, 2.29214)
O (1.44579, -1.84796, 3.54992)
O (1.05182, -0.58171, 1.50470)
O (-0.78607, -1.65176, 2.58655)
C (1.80540, 0.49475, 5.56149)
N (0.36035, 0.64579, 5.69821)
C (-0.44415, -0.57741, 5.71449)
C (-0.22299, 1.84530, 5.53355)
O (-1.42652, 2.06982, 5.46928)
H (2.24525, 0.15986, 6.50711)
H (2.24547, 1.45325, 5.28499)
H (2.01797, -0.24110, 4.78765)
H (-0.34790, -1.06879, 6.68949)
H (-0.09075, -1.24723, 4.93245)
H (-1.48200, -0.31531, 5.53990)
H (0.50830, 2.66630, 5.48504)
C (1.08977, 3.40024, 2.36681)
C (1.01257, 2.94285, 0.90205)
C (1.92668, 3.82701, 0.05321)
C (-0.41205, 2.95193, 0.32677)
H (2.10977, 3.30073, 2.76359)
H (0.42620, 2.80876, 3.00335)
H (0.79025, 4.45011, 2.45393)
H (1.39845, 1.91673, 0.86785)
H (1.60674, 4.87348, 0.13298)
H (1.87489, 3.54194, -1.00137)
H (2.97024, 3.75910, 0.37952)
H (-0.72105, 3.98243, 0.10933)
H (-1.10357, 2.56606, 1.08005)

Cartesian forces (eV/Å) of the 2 atoms listed first:
-1.5 2.0 -0.2
0.2 0.1 0.2

- Kohn-Sham gap: 4.532 eV
- HOMO energy: -0.0132 Eh
- Total charge: -2
- Energy above the lowest of the compared OMol25 structures with the same formula, charge and spin: 19.3 kcal per mole

=====

Record 6
Formula: CH11O4S
Source: the OMol25 dataset
Level of theory: wB97M-V/def2-TZVPD

Element x y z (Å)
C (2.78124, -0.40261, -3.18093)
S (1.13939, -0.68555, -2.44226)
H (3.12723, 0.60798, -3.42603)
H (3.60143, -0.84979, -2.59611)
H (2.84932, -0.98032, -4.10512)
H (1.15223, 0.95556, -1.32778)
H (1.53533, 2.40328, -1.30196)
O (1.04606, 1.80696, -0.76062)
H (-0.17866, -1.45774, 0.40368)
H (0.02328, -0.09283, 0.29179)
O (0.15429, -0.76567, 0.98840)
H (-5.10811, -0.94083, 3.88023)
H (-4.92278, -0.98587, 2.41798)
O (-5.46651, -1.37279, 3.11703)
H (-1.24338, 0.77620, 2.33914)
H (0.14556, 0.71704, 2.78611)
O (-0.63592, 1.26699, 2.91646)

Cartesian forces (eV/Å) of the 2 atoms listed first:
0.8 -1.0 -0.2
0.1 0.1 -0.3

- Kohn-Sham gap: 5.875 eV
- HOMO energy: -0.1147 Eh
- Total charge: -1
- Energy above the lowest of the compared OMol25 structures with the same formula, charge and spin: 26.5 kcal per mole

=====

Record 7
Formula: C6H4O
Source: the OMol25 dataset
Level of theory: wB97M-V/def2-TZVPD

Element x y z (Å)
C (-0.42601, 0.76937, -1.37751)
C (0.56766, 0.24597, -0.41279)
C (1.87023, 0.14015, -0.16901)
C (1.56008, -0.55124, 1.07142)
O (2.08673, -1.04625, 2.01144)
C (-0.10659, -0.55231, 0.96933)
C (-1.27218, -0.77866, 1.28517)
H (0.14607, 1.21646, -2.19592)
H (-1.06034, 1.53568, -0.92092)
H (-1.06004, -0.02979, -1.77393)
H (-2.30561, -0.94937, 1.51272)

Cartesian forces (eV/Å) of the 2 atoms listed first:
0.0 0.0 0.0
0.0 0.1 -0.2

- Kohn-Sham gap (spin up / spin down): 7.060 / 7.061 eV
- HOMO energy (spin up / spin down): -0.3226 / -0.3227 Eh
- Energy above the lowest of the compared OMol25 structures with the same formula, charge and spin: 130.6 kcal per mole

=====

Record 8
Formula: CH3ClN4O2
Source: the OMol25 dataset
Level of theory: wB97M-V/def2-TZVPD

Element x y z (Å)
C (-0.65687, 0.46262, -0.03564)
N (-1.15834, 1.53688, -0.46565)
N (-1.50274, -0.47379, 0.44604)
N (0.78037, 0.20476, -0.08593)
N (1.42016, -1.00596, 0.24805)
O (2.57640, -1.05498, -0.00309)
O (0.72506, -1.87466, 0.70087)
Cl (-0.11146, 2.77184, -0.93402)
H (-2.34905, -0.15192, 0.06996)
H (-1.12928, -1.39869, 0.24911)
H (1.40574, 0.98389, -0.18971)

Cartesian forces (eV/Å) of the 2 atoms listed first:
3.2 -0.4 0.1
-0.7 1.0 -0.2

- Kohn-Sham gap: 9.672 eV
- SMILES string: N/C(=N/Cl)N[N+](=O)[O-]
- HOMO energy: -0.3558 Eh
- Energy above the lowest of the compared OMol25 structures with the same formula, charge and spin: 0.4 kcal per mole